Entry 1:
ORCA calculation (the ωB97M-V functional and the def2-TZVPD basis) on a cluster of 4 separate species, C23H48N4O6 in total.

Its multiplicity is 1. The calculated total energy comes out at -1575.46257 a.u. The SMILES is C=CCC1=C(NCCCC)C(=O)OC1=O.COC[C@@H](C)N.COC[C@@H](C)N.COC[C@@H](C)N. The energy above the lowest of the compared OMol25 structures with the same formula, charge and spin comes out at 57.8 kcal per mole.

```
81
C23H48N4O6 the ωB97M-V functional and the def2-TZVPD basis
C 3.1810 -0.5863 -1.0953
C 2.2025 0.2531 -0.6049
C 0.8309 0.2206 -1.2841
C 0.2251 1.6146 -1.5586
C -0.8709 1.9087 -2.3164
N -1.7570 1.1142 -3.0379
C -2.1677 -0.1197 -2.3083
C -3.7112 -0.3200 -2.2603
C -4.2568 -0.0631 -0.8198
C -4.3895 1.4777 -0.5796
C -0.9795 3.4386 -2.2931
O -1.6629 3.9945 -3.0879
O -0.1807 3.9622 -1.3210
C 0.7458 2.9203 -1.0344
O 1.7298 3.2011 -0.4321
H 3.4885 -0.5954 -2.1494
H 3.6611 -1.3311 -0.4460
H 2.3729 0.9688 0.2086
H 0.9767 -0.2413 -2.2838
H 0.1300 -0.4431 -0.7575
H -2.6028 1.6758 -3.1281
H -1.8231 -0.0476 -1.2633
H -1.6982 -0.9729 -2.8295
H -3.8889 -1.3962 -2.4430
H -4.2552 0.2743 -3.0110
H -5.2322 -0.5623 -0.6887
H -3.5800 -0.4575 -0.0522
H -5.1047 1.6502 0.2418
H -4.7505 1.9623 -1.5017
H -3.4119 1.9214 -0.3287
C -3.3554 3.8911 3.6058
O -2.6733 3.7898 2.3693
C -2.6014 4.9978 1.6278
C -1.4676 5.9439 2.0631
C -1.7629 6.7022 3.3529
N -0.2018 5.2239 2.2060
H -4.1859 4.6008 3.5569
H -2.6658 4.1740 4.4043
H -3.7553 2.9056 3.8481
H -2.4073 4.6939 0.5955
H -3.5736 5.5073 1.6258
H -1.3458 6.6897 1.2718
H -1.6576 6.0740 4.2379
H -1.0646 7.5321 3.4690
H -2.7741 7.1163 3.3444
H 0.0284 4.8025 1.3092
H -0.3753 4.4246 2.8107
C 9.4893 -2.7366 -2.5926
O 8.4606 -3.6842 -2.8198
C 7.5978 -3.9022 -1.7171
C 6.4722 -2.8630 -1.5727
C 6.9422 -1.5325 -0.9958
N 5.7919 -2.6221 -2.8517
H 9.8509 -2.7661 -1.5612
H 9.1480 -1.7298 -2.8428
H 10.3186 -2.9793 -3.2576
H 7.1352 -4.8761 -1.8988
H 8.1752 -3.9984 -0.7890
H 5.7388 -3.2768 -0.8729
H 7.4830 -0.9276 -1.7240
H 6.0864 -0.9410 -0.6683
H 7.5906 -1.6867 -0.1302
H 5.3969 -3.4995 -3.1793
H 6.5078 -2.4061 -3.5411
C -2.0389 -4.0817 3.5138
O -1.7754 -4.4553 2.1724
C -2.8626 -5.0658 1.4992
C -3.8874 -4.0768 0.9173
C -4.8177 -3.4733 1.9640
N -3.2346 -2.9901 0.1796
H -2.7148 -4.7847 4.0081
H -2.4494 -3.0704 3.5588
H -1.0902 -4.0772 4.0509
H -2.4163 -5.6162 0.6665
H -3.3460 -5.8109 2.1433
H -4.5114 -4.6368 0.2140
H -4.3282 -2.7031 2.5608
H -5.6740 -3.0017 1.4794
H -5.1994 -4.2406 2.6411
H -2.6906 -3.3902 -0.5811
H -2.5301 -2.5881 0.7946
```

=====

Entry 2:
ORCA calculation (the ωB97M-V functional and the def2-TZVPD basis) on a cluster of 7 separate species, C28H33Cl4F3O3 in total.

Its multiplicity is 1. The calculated total energy comes out at -3452.74898 a.u. The SMILES is ClC(Cl)(Cl)Cl.Fc1ccccc1.Fc1ccccc1.Fc1ccccc1.CC(C)=O.CC(C)=O.CC(C)=O. The energy above the lowest of the compared OMol25 structures with the same formula, charge and spin comes out at 22.5 kcal per mole.

```
71
C28H33Cl4F3O3 the ωB97M-V functional and the def2-TZVPD basis
Cl 0.0392 -2.6015 1.4794
C 0.6604 -1.8078 0.0388
Cl 2.3063 -2.2443 -0.3472
Cl -0.3934 -2.2285 -1.3098
Cl 0.5358 -0.0161 0.3516
F -6.1142 0.9619 0.9683
C -5.1157 0.0955 1.2160
C -4.1274 0.3421 2.1743
C -3.1710 -0.6534 2.4390
C -3.1268 -1.8280 1.7323
C -4.1490 -2.0964 0.8026
C -5.1879 -1.1947 0.5671
H -4.0772 1.2552 2.7489
H -2.4146 -0.5048 3.1953
H -2.3847 -2.5513 2.0363
H -4.1602 -3.0211 0.2448
H -5.9355 -1.3879 -0.1881
F 3.4413 6.6181 -0.7529
C 2.3579 5.8581 -0.7486
C 2.4877 4.5100 -0.5027
C 1.3421 3.7230 -0.3553
C 0.1093 4.2703 -0.5804
C -0.0180 5.6488 -0.8934
C 1.1108 6.4403 -0.9411
H 3.4938 4.1223 -0.4412
H 1.4804 2.6735 -0.1410
H -0.7513 3.6724 -0.3191
H -0.9953 6.0781 -1.0574
H 0.9924 7.5092 -1.0402
F 1.5339 -5.7831 -0.4609
C 1.1245 -6.4361 -1.5634
C 0.6833 -5.6475 -2.6320
C 0.2351 -6.2672 -3.7259
C 0.2888 -7.6700 -3.8143
C 0.6110 -8.3875 -2.6739
C 1.0262 -7.7669 -1.5725
H 0.8061 -4.5754 -2.5881
H -0.0169 -5.6873 -4.6014
H -0.0652 -8.1516 -4.7138
H 0.7189 -9.4586 -2.7602
H 1.3092 -8.2642 -0.6565
C -2.7752 0.3564 -1.6017
C -2.6704 1.7096 -2.1940
C -2.2625 1.8455 -3.6730
O -3.0562 2.7234 -1.6146
H -3.7640 -0.0727 -1.7638
H -2.5935 0.3601 -0.5269
H -2.0052 -0.1764 -2.1596
H -2.8162 1.1821 -4.3374
H -1.1969 1.6365 -3.7673
H -2.4470 2.8669 -4.0059
C 4.8581 0.6051 -0.1732
C 4.5801 1.0743 1.2436
C 5.2216 2.3141 1.6675
O 3.6382 0.6542 1.9134
H 4.5733 1.4092 -0.8517
H 4.2749 -0.2935 -0.3745
H 5.9015 0.3143 -0.2952
H 4.9481 3.1480 1.0210
H 6.3073 2.3046 1.5714
H 4.9845 2.6281 2.6840
C 0.4809 2.3840 2.9435
C -0.5820 1.8144 3.8316
C -0.2089 0.7331 4.8322
O -1.7524 2.1905 3.6891
H 1.1493 3.0738 3.4587
H 0.0721 2.9274 2.0916
H 1.0402 1.5528 2.5139
H -0.5150 -0.2617 4.5088
H -0.7312 0.8941 5.7752
H 0.8563 0.5545 4.9795
```

=====

Entry 3:
ORCA calculation (the ωB97M-V functional and the def2-TZVPD basis) on the molecule C4H2.

Its multiplicity is 3. The calculated total energy comes out at -153.28409 a.u. The energy above the lowest of the compared OMol25 structures with the same formula, charge and spin comes out at 31.9 kcal per mole.

```
6
C4H2 the ωB97M-V functional and the def2-TZVPD basis
C 0.1878 1.0663 -0.4409
C -0.1265 0.9542 1.0854
C 0.5953 -0.2591 -0.6011
C -0.4679 -0.2556 0.4782
H 1.3548 -0.9287 -1.0125
H -1.5435 -0.5772 0.4910
```

=====

Entry 4:
ORCA calculation (the ωB97M-V functional and the def2-TZVPD basis) on the molecule C5H10O.

Its multiplicity is 1. The calculated total energy comes out at -271.72274 a.u. The SMILES is C/C=C/[C@H](C)O. The energy above the lowest of the compared OMol25 structures with the same formula, charge and spin comes out at 18.7 kcal per mole.

```
16
C5H10O the ωB97M-V functional and the def2-TZVPD basis
C -1.2634 -0.8038 2.0665
C -0.7572 -0.2263 0.7769
C 0.5098 0.1242 0.5628
C 1.1226 0.4559 -0.7766
C 0.1765 1.0118 -1.8338
O 1.7662 -0.7277 -1.2509
H -0.4503 -0.9238 2.7895
H -1.7047 -1.7930 1.8913
H -2.0430 -0.1825 2.5217
H -1.4874 -0.1315 -0.0281
H 1.2281 0.0178 1.3770
H 1.9386 1.1722 -0.6312
H -0.6633 0.3334 -2.0239
H 0.7292 1.1236 -2.7712
H -0.2246 1.9887 -1.5428
H 1.1230 -1.4391 -1.1273
```

=====

Entry 5:
ORCA calculation (the ωB97M-V functional and the def2-TZVPD basis) on a cluster of 12 separate species, C53H60N12 in total.

Its multiplicity is 1. The calculated total energy comes out at -2712.42073 a.u. The SMILES is c1cc[nH]c1.c1cc[nH]c1.c1cc[nH]c1.c1cc[nH]c1.c1cc[nH]c1.c1cc[nH]c1.c1cc[nH]c1.c1ccncc1.c1ccncc1.c1ccncc1.c1ccncc1.c1ccncc1.

```
125
C53H60N12 the ωB97M-V functional and the def2-TZVPD basis
C -0.4762 -1.0521 -4.7100
C -1.6562 -1.4304 -5.2452
C -2.6166 -0.4680 -4.8697
N -2.0620 0.4153 -3.9992
C -0.7498 0.0168 -3.9186
H 0.5168 -1.4433 -4.8757
H -1.8465 -2.2605 -5.9093
H -3.6883 -0.3904 -4.9786
H -2.4010 1.2386 -3.5225
H -0.0436 0.5578 -3.3062
C 4.1473 -2.5800 2.3492
C 4.8792 -2.2342 1.2680
C 4.4249 -2.9067 0.1857
N 3.4507 -3.8125 0.5172
C 3.2361 -3.5589 1.8434
H 4.3946 -2.1744 3.3191
H 5.6434 -1.4736 1.3299
H 4.7766 -2.9089 -0.8355
H 2.8977 -4.2871 -0.1821
H 2.3969 -4.0118 2.3505
C 4.3971 3.2472 1.3800
C 4.5274 3.9945 2.5353
C 5.4085 3.1986 3.3745
N 5.6872 2.0083 2.8573
C 4.9634 1.9723 1.7190
H 3.8330 3.4426 0.4800
H 4.0720 4.9537 2.7326
H 5.8736 3.3923 4.3297
H 6.1305 1.2732 3.3895
H 4.9268 1.0495 1.1591
C -0.8503 6.0094 2.3909
C -0.2014 4.8290 2.5052
C 0.9355 4.9053 1.6315
N 0.8950 6.0700 1.0318
C -0.1962 6.7202 1.4263
H -1.6919 6.3249 2.9896
H -0.4753 4.0263 3.1739
H 1.8006 4.2669 1.5284
H 1.6691 6.3923 0.4688
H -0.3855 7.7119 1.0427
C 3.1751 -0.5685 -2.6659
C 3.1337 -1.9337 -3.0656
C 3.6574 -2.0995 -4.4234
N 3.9343 -0.8591 -4.7730
C 3.6946 0.0692 -3.7720
H 2.9299 -0.0548 -1.7481
H 2.7727 -2.6458 -2.3382
H 3.7415 -2.9514 -5.0818
H 4.3509 -0.7110 -5.6811
H 3.9656 1.0906 -3.9946
C -5.4640 -2.3095 -1.4095
C -4.6576 -2.1837 -2.5413
C -3.3782 -2.0212 -2.0547
N -3.3653 -2.0413 -0.6656
C -4.6644 -2.2263 -0.2854
H -6.5409 -2.3910 -1.4180
H -5.0052 -2.1889 -3.5638
H -2.4721 -1.9046 -2.6307
H -2.5437 -1.9947 -0.0801
H -4.8700 -2.3701 0.7651
C 1.3619 -6.1585 -2.2926
C 1.2212 -5.0145 -1.6159
C 0.7639 -4.1187 -2.5234
N 0.8372 -4.6059 -3.8301
C 1.1870 -5.9531 -3.6649
H 1.6599 -7.0434 -1.7499
H 1.2897 -4.7909 -0.5615
H 0.3326 -3.1286 -2.5117
H 0.7437 -4.1155 -4.7081
H 1.2592 -6.5976 -4.5285
C -1.4938 -4.4558 0.8458
C -2.7259 -4.7244 1.3960
C -2.9415 -4.4356 2.7117
N -2.1011 -3.8140 3.4825
C -0.8779 -3.6287 3.0078
C -0.4857 -3.9327 1.7277
H -1.3599 -4.7782 -0.1762
H -3.4231 -5.2813 0.7876
H -3.8766 -4.6587 3.2037
H -0.1533 -3.3272 3.7497
H 0.5143 -3.8924 1.3219
C -3.5376 1.1163 2.0363
C -2.7619 2.2983 1.9823
C -3.3623 3.4582 1.4745
N -4.7783 3.6383 1.3550
C -5.5647 2.6009 1.7048
C -4.9490 1.2944 1.9389
H -3.0523 0.1758 2.2515
H -1.7014 2.1665 2.1385
H -2.7851 4.3490 1.2757
H -6.6244 2.7097 1.5269
H -5.5846 0.4332 2.0828
C 2.2805 -0.0624 4.8561
C 1.8997 0.9738 3.9351
C 0.5842 1.3497 3.9157
N -0.4077 0.7863 4.5982
C -0.0444 -0.2635 5.3963
C 1.2667 -0.6808 5.5684
H 3.3125 -0.3750 4.9160
H 2.6374 1.5020 3.3493
H 0.3437 2.1553 3.2379
H -0.7778 -0.7813 5.9966
H 1.5276 -1.4722 6.2554
C -3.6823 5.4344 -2.0182
C -2.3274 5.2332 -2.2410
C -1.9220 3.9620 -2.4560
N -2.7255 2.8611 -2.4138
C -4.0183 3.0894 -2.1076
C -4.4893 4.3676 -1.9330
H -4.0394 6.4527 -1.9764
H -1.5840 6.0129 -2.3175
H -0.8983 3.7286 -2.7090
H -4.5662 2.1766 -1.9261
H -5.5149 4.4220 -1.5991
C 1.5155 1.1664 0.3041
C 0.2973 1.6050 -0.0934
C -0.6805 0.7784 -0.4518
N -0.5425 -0.5823 -0.4400
C 0.6619 -1.0845 -0.0582
C 1.6758 -0.2383 0.3856
H 2.2817 1.8833 0.5601
H 0.2339 2.6790 -0.1883
H -1.6497 1.2310 -0.6003
H 0.7899 -2.1354 0.1556
H 2.5945 -0.6886 0.7316
```

=====

Entry 6:
ORCA calculation (the ωB97M-V functional and the def2-TZVPD basis) on a cluster of 9 separate species, C36H54N6O6S3 in total.

Its multiplicity is 1. The calculated total energy comes out at -3378.63499 a.u. The SMILES is O=S1(=O)CCCC1.O=S1(=O)CCCC1.O=S1(=O)CCCC1.c1cc[nH]c1.c1cc[nH]c1.c1cc[nH]c1.c1cc[nH]c1.c1cc[nH]c1.c1cc[nH]c1. The energy above the lowest of the compared OMol25 structures with the same formula, charge and spin comes out at 0.0 kcal per mole.

```
105
C36H54N6O6S3 the ωB97M-V functional and the def2-TZVPD basis
O 2.8416 -5.1725 0.7885
S 2.3658 -5.3878 -0.5585
O 2.0828 -6.7230 -1.0050
C 0.9711 -4.3060 -0.9140
C 1.1411 -4.0991 -2.4012
C 2.6013 -3.7139 -2.6671
C 3.4806 -4.5666 -1.7318
H 1.2278 -3.4299 -0.3106
H 0.0317 -4.7440 -0.5898
H 0.8599 -5.0227 -2.9197
H 0.4190 -3.4080 -2.8487
H 2.7728 -2.6646 -2.4391
H 2.8044 -3.9399 -3.7117
H 4.1117 -3.9425 -1.1014
H 4.0730 -5.3794 -2.1448
O -0.5198 1.0381 1.5838
S -0.5799 0.4757 0.2604
O -1.6923 -0.3866 -0.0975
C -0.4379 1.7410 -1.0045
C 1.0023 1.7064 -1.4845
C 1.3526 0.2088 -1.5090
C 0.9701 -0.3280 -0.1413
H -0.8467 2.6793 -0.6356
H -1.1068 1.4095 -1.8050
H 1.0927 2.1419 -2.4750
H 1.6437 2.1928 -0.7453
H 2.4196 0.0725 -1.6851
H 0.8041 -0.2962 -2.3102
H 1.6790 0.0322 0.6063
H 0.8312 -1.4012 -0.0498
O 1.9250 5.4036 3.5010
S 2.5503 4.4753 2.6031
O 2.8088 4.8323 1.2315
C 4.0387 3.8344 3.3703
C 3.5564 2.7696 4.3562
C 2.1314 2.2568 3.9571
C 1.6832 2.9207 2.6681
H 4.6034 4.6772 3.7549
H 4.5451 3.3877 2.5113
H 4.2877 1.9681 4.4237
H 3.4707 3.2469 5.3327
H 1.4345 2.5122 4.7520
H 2.1450 1.1744 3.8431
H 0.6240 3.1665 2.6237
H 1.9582 2.3531 1.7805
C -3.5644 3.0696 -0.6550
C -3.1228 3.2058 0.6966
C -3.2036 4.5300 1.0211
N -3.7572 5.1846 -0.0500
C -4.0009 4.2988 -1.0665
H -3.6100 2.1519 -1.2193
H -2.8047 2.3909 1.3242
H -3.0108 5.0626 1.9361
H -3.8979 6.1784 -0.0879
H -4.3494 4.6714 -2.0143
C -6.6514 -0.3941 1.1405
C -6.2316 -0.1345 2.4679
C -4.8779 0.0855 2.4253
N -4.4748 -0.0501 1.1321
C -5.5426 -0.3254 0.3368
H -7.6577 -0.5674 0.7962
H -6.8717 -0.0851 3.3331
H -4.1650 0.3783 3.1774
H -3.4973 -0.0352 0.8880
H -5.4156 -0.4924 -0.7194
C 4.8154 0.3331 0.0542
C 4.8913 1.0400 1.2814
C 4.3151 0.2551 2.2500
N 3.8562 -0.8750 1.6359
C 4.1604 -0.8487 0.3101
H 5.1627 0.7231 -0.8883
H 5.4131 1.9724 1.4271
H 4.2192 0.3636 3.3163
H 3.3146 -1.6142 2.0572
H 3.7231 -1.5432 -0.3893
C -4.3362 -2.6625 -3.5214
C -3.8289 -3.9325 -3.1181
C -2.7452 -3.6883 -2.3100
N -2.6133 -2.3332 -2.1909
C -3.5905 -1.7023 -2.9081
H -5.1403 -2.5222 -4.2241
H -4.3080 -4.8737 -3.3280
H -2.0648 -4.3540 -1.8072
H -1.9408 -1.8907 -1.5867
H -3.6135 -0.6275 -2.9689
C 2.2364 -1.7342 4.3647
C 1.1561 -1.6013 3.4539
C 1.1609 -2.7266 2.6626
N 2.1880 -3.5281 3.0738
C 2.8547 -2.9267 4.1061
H 2.5378 -1.0406 5.1334
H 0.4830 -0.7720 3.2987
H 0.4654 -3.0784 1.9186
H 2.3706 -4.4605 2.7389
H 3.6716 -3.4440 4.5783
C -2.5212 2.8479 -4.1609
C -2.9147 1.6325 -4.7638
C -1.8306 1.1284 -5.4219
N -0.7781 1.9680 -5.1860
C -1.1875 3.0328 -4.4250
H -3.1336 3.5448 -3.6165
H -3.9048 1.2083 -4.7973
H -1.6708 0.1991 -5.9411
H 0.1407 1.9056 -5.5856
H -0.4660 3.7369 -4.0471
```

=====

Entry 7:
ORCA calculation (the ωB97M-V functional and the def2-TZVPD basis) on a structure of composition C18H42CoNO2P2Si2.

Its multiplicity is 4. The calculated total energy comes out at -3560.56507 a.u. The net charge is +1. The energy above the lowest of the compared OMol25 structures with the same formula, charge and spin comes out at 0.0 kcal per mole.

```
68
C18H42CoNO2P2Si2 the ωB97M-V functional and the def2-TZVPD basis
Co -0.0913 0.2938 -0.2827
P -2.2119 -0.2796 -0.6083
C -2.3602 0.2066 -2.3925
C -1.0082 0.5464 -2.9820
N 0.0864 0.5069 -2.1825
C 1.3632 0.6926 -2.6263
C 1.5280 1.3632 -3.8338
C 0.4029 1.6030 -4.6240
C -0.8651 1.1763 -4.2136
C 2.4854 0.2323 -1.7003
P 1.7355 -1.0495 -0.5611
H -1.7622 1.3547 -4.8168
H 2.5445 1.6410 -4.1193
H 0.5203 2.1363 -5.5662
H 3.2966 -0.2251 -2.2784
H 2.9392 1.0783 -1.1761
H -2.9556 -0.5554 -2.8935
H -2.9614 1.1409 -2.3058
H -0.8778 -3.0328 -4.5225
O -1.4341 -3.8188 -4.7741
H -2.2972 -3.5957 -4.3154
H -0.3081 -3.2998 -0.6997
O 0.0484 -3.7852 0.0777
H 0.1057 -4.6684 -0.3430
C 2.1789 -2.5227 -1.5890
H 3.0662 -2.3106 -2.1960
H 2.4148 -3.3954 -0.9739
H 1.3896 -2.8401 -2.2834
C 2.9809 -1.2254 0.7803
H 2.6375 -2.0090 1.4650
H 3.9779 -1.5325 0.4315
H 3.1281 -0.3242 1.3839
C -3.4884 0.9247 -0.0323
H -4.3910 0.7576 -0.6348
H -3.7661 0.7817 1.0138
H -3.1824 1.9712 -0.1600
C -3.0935 -1.8714 -0.3838
H -3.3334 -1.9935 0.6805
H -4.0695 -1.8571 -0.8888
H -2.4721 -2.7185 -0.7090
C 2.5059 2.2754 1.5873
Si 0.6407 2.3885 1.3728
C -0.0301 3.4268 2.8105
C 0.2436 3.2742 -0.2388
C -0.4204 0.7755 1.5026
Si -0.1638 -0.4408 2.9832
C -1.4997 0.0817 4.1900
C -0.4220 -2.2292 2.5324
C 1.4577 -0.2955 3.9013
H 2.8708 3.3100 1.7014
H 3.0217 1.8403 0.7203
H 2.7965 1.7190 2.4887
H 0.3851 4.4437 2.7315
H -1.1267 3.4861 2.7509
H 0.2449 3.0010 3.7869
H 0.9389 3.0237 -1.0543
H -0.7901 3.1100 -0.5801
H 0.3581 4.3450 -0.0135
H -1.4852 1.1242 1.6224
H -2.4987 -0.0752 3.7678
H -1.4237 -0.5068 5.1117
H -1.4002 1.1416 4.4486
H 0.3552 -2.6496 1.8893
H -0.4535 -2.8312 3.4535
H -1.3634 -2.4016 2.0005
H 2.2909 -0.7967 3.3988
H 1.7407 0.7451 4.0918
H 1.3262 -0.7823 4.8789
```

=====

Entry 8:
ORCA calculation (the ωB97M-V functional and the def2-TZVPD basis) on the molecule S2.

Its multiplicity is 1. The calculated total energy comes out at -796.26644 a.u. The energy above the lowest of the compared OMol25 structures with the same formula, charge and spin comes out at 34.2 kcal per mole.

```
2
S2 the ωB97M-V functional and the def2-TZVPD basis
S 0.2942 0.9044 0.6202
S -0.2942 -0.9044 -0.6202
```